Entry from the Open Molecules 2025 dataset: a structure of composition C4H12N4 (ωB97M-V/def2-TZVPD).

```
20
Properties=species:S:1:pos:R:3:forces:R:3
C 0.100 -0.342 -2.049 -0.03 -0.22 0.14
C -1.510 -0.358 0.991 2.75 -0.29 0.53
C 0.577 0.505 -0.900 0.74 0.86 0.31
N -2.164 -1.553 0.861 0.06 0.33 -0.02
N -2.170 0.693 1.312 0.49 0.12 -0.54
N 0.426 1.773 -0.827 -0.10 -1.07 0.35
H -3.159 -1.532 1.064 0.32 -0.46 -0.17
H -1.633 -2.386 0.660 -0.54 0.11 0.21
H -1.550 1.509 1.270 -0.25 -0.38 0.24
H -0.192 2.105 -1.570 0.34 -0.09 0.02
H 0.607 -0.026 -2.969 -0.10 -0.10 0.20
H 0.285 -1.404 -1.883 0.01 0.03 -0.06
H -0.976 -0.210 -2.175 0.05 0.02 0.00
C 2.002 0.589 1.143 -0.30 -0.01 -0.09
N 1.216 -0.194 0.183 1.33 0.46 -1.51
H 1.730 -1.018 -0.126 -0.33 0.26 -0.07
H -0.158 -0.477 0.849 -4.47 0.23 0.51
H 2.441 -0.094 1.873 -0.13 0.04 -0.06
H 1.328 1.283 1.649 0.20 -0.01 -0.04
H 2.800 1.138 0.645 -0.04 0.17 0.06
```
Positions in Å, forces in eV/Å.

The HOMO-LUMO gap is 8.78 eV. For the HOMO energy, the calculation gives -8.102 eV. As for the total energy: -378.574451 a.u. For the energy above the lowest of the compared OMol25 structures with the same formula, charge and spin, the calculation gives 1.7361 eV. As for the largest force on an atom: 0.08760 hartree/bohr.

***

Entry from the Open Molecules 2025 dataset: a cluster of 5 separate species, C18H36FO9P in total (ωB97M-V/def2-TZVPD).

```
65
Properties=species:S:1:pos:R:3:forces:R:3
O 7.746 1.546 0.058 -0.10 0.50 -1.41
C 7.487 1.944 -1.038 0.37 -1.47 1.96
F 8.021 3.044 -1.537 -0.02 0.62 -0.31
O 6.734 1.294 -1.937 -0.17 0.39 0.44
C 5.666 2.063 -2.484 -0.81 -0.49 -0.65
P 4.295 2.294 -1.295 0.48 0.44 0.92
O 4.721 2.675 0.047 0.68 0.12 0.70
O 3.352 3.458 -1.843 -0.30 -0.70 -1.19
O 3.515 0.919 -1.347 -0.12 0.26 -0.73
H 5.993 2.978 -2.950 0.10 0.54 0.15
H 5.270 1.465 -3.291 -0.07 -0.26 -0.35
H 3.440 4.205 -1.252 0.04 0.32 0.32
H 2.787 0.936 -0.711 -0.30 -0.20 0.11
C -1.124 -0.868 1.032 0.18 -0.02 -0.05
C -1.184 0.324 1.977 -0.13 0.14 -0.08
C -0.019 1.171 1.487 0.11 -0.05 0.03
O 0.103 0.923 0.078 0.12 -0.07 0.06
C -0.707 -0.206 -0.275 -0.14 0.07 -0.04
H -2.063 -1.411 0.949 -0.02 0.01 0.01
H -0.355 -1.568 1.364 -0.03 -0.02 0.04
H -2.124 0.863 1.838 0.01 0.02 0.01
H -1.099 0.051 3.025 0.03 -0.08 0.00
H 0.918 0.875 1.971 -0.03 0.02 0.06
H -0.172 2.238 1.653 0.04 0.03 -0.08
H -1.578 0.159 -0.831 0.00 -0.05 -0.02
H -0.136 -0.870 -0.924 0.05 0.05 -0.02
C -2.694 -4.180 4.659 0.16 -0.09 0.09
C -2.765 -2.992 5.613 -0.11 0.07 -0.04
C -1.596 -2.139 5.137 0.12 -0.11 -0.01
O -1.465 -2.377 3.733 -0.03 -0.13 0.16
C -2.271 -3.509 3.363 0.13 0.14 -0.08
H -3.631 -4.724 4.563 -0.05 0.06 -0.03
H -1.923 -4.879 4.993 0.00 0.00 -0.01
H -3.706 -2.456 5.470 0.00 0.00 0.00
H -2.686 -3.266 6.664 0.03 -0.01 0.01
H -0.662 -2.436 5.626 -0.03 0.03 0.07
H -1.753 -1.073 5.309 0.02 0.02 -0.05
H -3.132 -3.147 2.809 -0.10 -0.03 -0.04
H -1.689 -4.168 2.715 0.09 0.06 0.03
C -6.648 -5.382 1.360 -0.07 -0.02 0.12
C -7.166 -3.955 1.202 0.09 0.02 -0.11
C -6.446 -3.238 2.336 -0.04 -0.06 0.13
O -5.196 -3.913 2.515 -0.32 -0.08 -0.10
C -5.206 -5.143 1.783 0.08 0.08 -0.11
H -6.729 -5.982 0.455 0.02 0.01 -0.02
H -7.195 -5.891 2.157 0.01 -0.02 0.00
H -6.850 -3.548 0.239 -0.01 0.01 0.00
H -8.249 -3.869 1.268 -0.01 -0.01 0.03
H -7.011 -3.306 3.272 -0.05 0.03 -0.03
H -6.260 -2.185 2.121 0.07 0.00 0.02
H -4.550 -5.031 0.912 -0.01 -0.07 -0.01
H -4.810 -5.942 2.412 0.03 0.04 0.05
C 3.550 5.079 -6.805 -0.12 -0.05 0.06
C 3.768 6.283 -5.893 0.18 -0.04 -0.11
C 4.188 5.607 -4.597 -0.29 0.11 0.27
O 4.854 4.401 -4.952 0.13 -0.18 -0.16
C 4.648 4.129 -6.343 0.12 0.10 -0.03
H 3.610 5.312 -7.867 0.03 0.01 -0.01
H 2.571 4.639 -6.607 0.00 -0.01 -0.02
H 4.584 6.901 -6.275 -0.01 0.01 0.00
H 2.889 6.915 -5.780 -0.03 -0.03 0.03
H 3.318 5.338 -3.987 -0.03 0.12 0.01
H 4.853 6.231 -3.998 0.06 -0.07 0.02
H 5.589 4.315 -6.872 -0.04 -0.01 -0.07
H 4.379 3.081 -6.473 0.02 -0.02 0.08
```
Positions in Å, forces in eV/Å.

The HOMO-LUMO gap is 9.98 eV. For the HOMO energy, the calculation gives -9.313 eV. As for the total energy: -1825.868218 a.u. For the energy above the lowest of the compared OMol25 structures with the same formula, charge and spin, the calculation gives 0.1870 eV. As for the largest force on an atom: 0.04806 hartree/bohr.

***

Entry from the Open Molecules 2025 dataset: a structure of composition CH3ClNO2S (ωB97M-V/def2-TZVPD).

```
9
Properties=species:S:1:pos:R:3:forces:R:3
C -1.082 0.252 0.007 -0.84 -0.15 -0.23
N 0.274 0.523 0.366 0.85 0.33 0.56
O 2.634 -0.457 0.259 0.38 0.14 0.32
O 0.306 -2.415 0.094 1.83 3.78 -0.96
S 1.369 -0.563 -0.454 -1.92 -3.68 0.35
Cl 0.740 2.198 -0.049 -0.21 -0.43 0.00
H -1.763 0.812 0.653 0.06 -0.03 -0.03
H -1.313 0.481 -1.041 -0.03 0.01 -0.02
H -1.166 -0.831 0.165 -0.14 0.03 0.01
```
Positions in Å, forces in eV/Å.

The HOMO-LUMO gap (spin up / spin down) is 7.20 / 7.49 eV. For the HOMO energy (spin up / spin down), the calculation gives -3.783 / -4.126 eV. As for the total energy: -1103.402271 a.u. As for the charge: -1. For the energy above the lowest of the compared OMol25 structures with the same formula, charge and spin, the calculation gives 4.7397 eV. As for the largest force on an atom: 0.08375 hartree/bohr.

***

Entry from the Open Molecules 2025 dataset: the ion C5H8N3 with charge +1 (ωB97M-V/def2-TZVPD).

```
16
Properties=species:S:1:pos:R:3:forces:R:3
C -1.728 -1.055 0.284 0.24 -0.64 0.39
N -1.987 0.242 0.422 -0.48 -1.13 0.74
N -1.386 1.206 0.069 -0.90 0.41 0.00
C -0.188 0.868 -0.709 1.51 0.45 -2.07
C 0.976 1.388 0.119 -1.27 -3.10 1.53
C 1.522 0.143 0.694 0.63 -2.14 0.29
C 1.101 -0.949 0.087 -0.84 2.42 -0.56
N 0.108 -0.556 -0.838 -2.60 -0.35 0.26
H -1.300 -1.624 1.137 -0.05 0.82 -0.43
H -2.460 -1.653 -0.253 0.04 0.24 -0.44
H -0.288 1.419 -1.695 0.00 -0.86 1.12
H 0.848 1.997 0.940 -1.16 2.05 1.18
H 1.626 1.757 -0.525 3.26 2.16 -2.71
H 2.067 -0.093 1.570 0.98 1.02 0.82
H 1.226 -1.947 0.322 0.44 -1.84 0.27
H -0.136 -1.143 -1.624 0.20 0.50 -0.38
```
Positions in Å, forces in eV/Å.

The HOMO-LUMO gap is 8.62 eV. For the HOMO energy, the calculation gives -13.708 eV. As for the total energy: -359.187496 a.u. As for the charge: +1. For the energy above the lowest of the compared OMol25 structures with the same formula, charge and spin, the calculation gives 4.5525 eV. As for the largest force on an atom: 0.09253 hartree/bohr.

***

Entry from the Open Molecules 2025 dataset: a cluster of 2 separate species, C3H9N in total (ωB97M-V/def2-TZVPD).

```
13
Properties=species:S:1:pos:R:3:forces:R:3
C 1.271 1.800 4.256 -2.63 -1.67 1.09
N 0.761 1.255 3.223 1.01 1.54 0.05
C 1.160 1.807 1.925 2.01 -1.12 0.58
H 0.877 1.295 5.163 0.76 0.44 -0.10
H 1.793 2.728 4.451 0.52 0.25 -0.80
H 1.411 2.868 1.857 -0.93 0.26 0.11
H 0.536 1.372 1.156 -0.07 0.45 -0.28
H 2.192 1.391 1.840 -0.67 -0.14 -0.65
C -2.008 -2.898 -4.734 0.13 -0.13 -0.95
H -1.163 -2.558 -4.154 -0.06 0.49 0.19
H -2.688 -3.480 -4.125 -0.02 -0.23 -0.06
H -1.592 -3.444 -5.576 0.05 -0.77 0.22
H -2.550 -2.136 -5.283 -0.09 0.64 0.60
```
Positions in Å, forces in eV/Å.

The HOMO-LUMO gap is 11.08 eV. For the HOMO energy, the calculation gives -9.902 eV. As for the total energy: -174.391288 a.u. For the energy above the lowest of the compared OMol25 structures with the same formula, charge and spin, the calculation gives 1.6805 eV. As for the largest force on an atom: 0.06412 hartree/bohr.

***

Entry from the Open Molecules 2025 dataset: a cluster of 7 separate species, C42H98O21 in total (ωB97M-V/def2-TZVPD).

```
161
Properties=species:S:1:pos:R:3:forces:R:3
C 4.062 -0.981 -4.877 0.29 1.06 0.04
O 3.989 -0.361 -6.146 -0.46 0.58 -0.59
C 5.055 -0.580 -7.049 -1.02 -0.97 0.06
C 6.349 0.210 -6.853 0.46 -0.31 -0.87
O 6.631 0.596 -5.518 -0.18 -0.38 -0.66
C 7.576 1.640 -5.442 0.00 0.35 1.19
C 6.981 3.023 -5.578 -0.09 0.59 -2.00
O 7.247 3.618 -6.878 0.36 -0.36 0.90
C 6.666 4.895 -6.902 -0.08 0.34 -0.69
H 4.999 -0.638 -4.436 0.01 -0.69 0.34
H 3.900 -2.062 -4.882 0.37 -0.10 -0.23
H 3.262 -0.538 -4.281 -0.10 -0.04 -0.08
H 4.677 -0.386 -8.057 -0.11 0.67 0.12
H 5.150 -1.669 -7.151 0.88 -0.11 0.60
H 6.415 1.049 -7.552 -0.58 0.52 0.44
H 7.129 -0.429 -7.291 0.34 -0.23 0.51
H 8.455 1.475 -6.069 -0.09 0.07 -0.18
H 7.899 1.646 -4.397 0.27 -0.44 -0.06
H 7.394 3.710 -4.838 -0.14 -0.10 0.25
H 5.890 2.966 -5.534 -0.04 -0.11 0.67
H 6.981 5.403 -7.815 -0.11 -0.22 -0.12
H 6.987 5.559 -6.092 -0.01 -0.29 0.30
H 5.575 4.798 -6.901 -0.05 0.23 0.10
C -0.622 -3.550 -0.276 -0.11 -0.96 -0.48
O 0.530 -3.387 -1.103 -1.16 -0.76 0.17
C 0.492 -2.274 -1.973 2.20 0.07 0.31
C 1.239 -1.175 -1.195 -0.76 0.70 -1.05
O 0.200 -0.488 -0.470 1.81 -0.29 0.28
C 0.731 0.401 0.506 -1.39 0.82 0.66
C -0.114 0.396 1.787 -0.55 0.14 0.13
O -1.317 1.141 1.622 -0.03 1.52 -0.79
C -2.246 0.589 0.705 -0.92 -2.58 1.69
H -1.492 -3.607 -0.934 -0.34 0.74 0.32
H -0.672 -2.861 0.565 -0.21 0.49 -0.34
H -0.650 -4.547 0.171 0.67 -0.09 -0.10
H -0.449 -1.926 -2.409 -0.46 -0.13 0.87
H 1.031 -2.594 -2.872 0.40 0.13 0.20
H 1.843 -0.513 -1.835 -0.68 0.46 -0.34
H 2.035 -1.543 -0.544 -0.49 -0.70 0.38
H 0.549 1.422 0.152 0.41 0.12 -0.23
H 1.791 0.320 0.749 0.05 -0.56 -0.27
H 0.396 0.926 2.594 0.25 0.03 -0.17
H -0.400 -0.573 2.213 0.33 -0.36 -0.45
H -3.267 0.975 0.716 0.53 1.37 0.05
H -2.486 -0.347 1.243 -0.01 -0.65 -0.82
H -1.942 0.319 -0.303 0.48 0.50 0.00
C 5.311 -0.190 -0.670 -0.28 -0.29 1.57
O 6.216 0.890 -0.645 0.13 0.41 -0.21
C 7.167 0.851 -1.680 0.81 -1.73 0.24
C 8.169 -0.292 -1.502 1.46 -0.26 -1.71
O 7.754 -1.600 -1.864 0.06 -1.61 1.31
C 7.525 -1.912 -3.238 -1.52 2.05 0.36
C 8.672 -1.601 -4.191 -0.62 -1.44 0.64
O 9.892 -2.224 -3.827 -0.20 0.94 0.15
C 9.846 -3.527 -3.264 0.00 0.16 -1.07
H 5.776 -1.169 -0.534 0.35 0.00 -0.94
H 4.594 -0.131 -1.491 0.15 -0.15 -0.19
H 4.782 -0.156 0.287 -0.42 0.57 -0.22
H 7.832 1.714 -1.654 -0.68 0.52 -0.04
H 6.700 0.672 -2.656 -0.18 0.63 -0.10
H 8.675 -0.268 -0.536 -0.80 -0.50 0.43
H 9.049 -0.155 -2.149 -0.13 0.89 -0.14
H 6.694 -1.224 -3.443 0.17 -0.01 -1.08
H 7.005 -2.862 -3.361 0.70 -0.45 0.55
H 8.720 -0.515 -4.150 0.87 -0.05 -0.50
H 8.400 -1.976 -5.182 -0.29 0.45 -0.18
H 8.932 -3.750 -2.715 0.41 0.42 0.80
H 10.804 -3.529 -2.750 -0.37 -0.77 0.56
H 9.820 -4.306 -4.039 0.40 0.13 -0.24
C -1.106 -9.013 1.451 0.55 0.00 1.45
O -1.536 -8.313 2.608 -0.67 0.87 0.45
C -2.706 -8.769 3.271 0.65 -1.70 -1.22
C -3.963 -8.732 2.446 -1.10 0.71 0.23
O -4.427 -7.438 2.166 -0.40 1.10 0.57
C -3.852 -6.746 1.110 0.22 -0.22 -1.61
C -4.576 -5.438 0.802 0.86 0.22 -0.09
O -3.758 -4.765 -0.160 0.59 -0.07 0.04
C -4.476 -4.097 -1.168 -0.81 -0.72 0.35
H -1.841 -9.076 0.649 0.11 0.23 -0.10
H -0.783 -10.013 1.763 -0.19 -0.22 -0.27
H -0.196 -8.454 1.236 -0.15 -0.17 -0.86
H -2.828 -8.276 4.231 0.16 0.34 -0.17
H -2.567 -9.848 3.443 0.04 -0.08 0.47
H -4.783 -9.105 3.069 0.27 -0.48 -0.01
H -3.963 -9.311 1.513 0.42 -0.15 0.13
H -3.865 -7.401 0.224 -0.09 0.11 -0.18
H -2.801 -6.455 1.214 0.03 -0.18 0.56
H -4.534 -4.865 1.733 -0.58 0.18 -0.01
H -5.578 -5.504 0.376 -0.19 -0.39 0.45
H -5.184 -3.399 -0.711 0.16 0.39 -0.23
H -5.083 -4.830 -1.714 -0.01 0.07 -0.21
H -3.801 -3.625 -1.878 0.14 0.11 0.26
C 0.759 4.865 1.876 0.13 1.01 -0.43
O -0.382 5.684 1.628 -0.55 -0.51 0.09
C -1.613 5.030 1.483 -1.03 0.41 -0.37
C -2.159 4.240 2.658 0.21 -0.79 0.61
O -1.915 4.821 3.945 -0.52 -0.86 0.31
C -2.694 5.939 4.311 0.20 2.31 -1.42
C -4.210 5.773 4.415 0.46 -3.39 -0.73
O -4.456 4.953 5.553 0.48 0.69 0.97
C -5.758 4.496 5.894 0.70 1.22 -0.57
H 0.571 3.811 2.080 -0.32 0.11 0.32
H 1.256 5.406 2.680 0.32 -0.65 0.22
H 1.399 4.919 0.990 0.06 -0.12 0.00
H -1.689 4.417 0.577 0.39 -0.40 0.07
H -2.380 5.785 1.282 0.44 0.55 0.03
H -1.801 3.211 2.699 0.70 0.20 0.19
H -3.215 4.026 2.464 -0.22 0.51 0.01
H -2.483 6.678 3.523 -0.53 0.20 -0.16
H -2.240 6.466 5.151 -0.06 -0.77 0.53
H -4.387 5.024 3.627 -0.39 0.60 -0.64
H -4.893 6.592 4.187 0.36 0.51 0.71
H -6.417 4.519 5.021 -0.04 -0.45 -0.03
H -6.162 5.206 6.620 -0.26 -0.37 0.25
H -5.583 3.506 6.304 -0.58 -0.04 0.07
C -8.240 1.018 -1.485 1.40 -1.12 0.63
O -6.831 0.936 -1.686 0.54 1.33 -0.01
C -6.359 -0.378 -1.763 -0.57 -0.67 -0.65
C -4.956 -0.508 -2.359 -0.17 0.73 -0.03
O -4.931 -0.230 -3.749 0.33 0.85 -0.17
C -4.910 1.193 -3.994 -0.67 -0.46 -1.65
C -4.481 1.569 -5.445 -1.39 -0.09 1.83
O -3.121 1.322 -5.541 0.37 0.43 -0.75
C -2.434 2.248 -6.395 -0.26 -1.20 0.50
H -8.456 0.375 -0.622 -0.46 -0.13 -0.12
H -8.686 0.605 -2.391 -0.71 0.46 0.12
H -8.482 2.025 -1.162 -0.15 0.14 -0.65
H -6.993 -0.908 -2.490 -0.15 -0.33 0.27
H -6.483 -0.817 -0.764 0.36 -0.41 -0.11
H -4.578 -1.526 -2.286 -0.17 -0.02 0.40
H -4.283 0.192 -1.852 0.17 -0.19 0.17
H -4.217 1.674 -3.306 -0.14 0.15 0.16
H -5.944 1.528 -3.902 0.11 0.45 0.45
H -4.785 2.614 -5.600 0.66 0.35 0.46
H -5.175 1.122 -6.173 0.67 -0.93 -0.18
H -2.232 3.191 -5.883 -0.18 0.10 -0.04
H -3.045 2.381 -7.289 0.37 0.26 -0.24
H -1.494 1.736 -6.594 0.07 0.33 -0.40
C -0.904 -0.401 5.898 -0.89 0.96 1.24
O 0.080 0.637 5.839 0.17 -1.43 -0.41
C -0.332 1.892 5.395 -0.21 -0.09 -0.17
C -1.086 2.701 6.448 -0.03 0.16 0.44
O -2.038 1.917 7.185 -0.20 0.75 -0.88
C -2.939 2.814 7.846 0.34 -1.22 0.60
C -4.132 2.006 8.342 0.30 0.27 0.62
O -4.869 2.739 9.301 -0.15 0.24 0.43
C -4.294 2.746 10.599 0.47 0.33 -0.31
H -1.178 -0.371 6.954 0.02 -1.12 0.08
H -0.595 -1.365 5.500 0.67 0.12 0.24
H -1.884 -0.206 5.447 0.34 0.65 -0.61
H -0.900 1.749 4.466 -0.10 0.40 0.06
H 0.632 2.374 5.198 -0.40 0.48 -0.28
H -1.616 3.559 6.031 0.16 -0.12 -0.56
H -0.355 3.141 7.137 0.06 -0.23 0.26
H -3.285 3.630 7.210 0.24 0.09 -0.04
H -2.391 3.155 8.728 -0.16 0.66 -0.04
H -3.772 1.117 8.871 -0.01 -0.41 -0.69
H -4.821 1.815 7.520 0.11 -0.47 0.10
H -4.338 1.803 11.151 -0.72 -0.17 -0.18
H -4.781 3.568 11.117 -0.03 -0.21 0.30
H -3.216 2.940 10.592 0.02 0.36 -0.26
```
Positions in Å, forces in eV/Å.

The HOMO-LUMO gap is 9.61 eV. For the HOMO energy, the calculation gives -9.092 eV. As for the total energy: -3238.472237 a.u. For the energy above the lowest of the compared OMol25 structures with the same formula, charge and spin, the calculation gives 11.4494 eV. As for the largest force on an atom: 0.06803 hartree/bohr.

***

Entry from the Open Molecules 2025 dataset: the molecule C2H5IS (ωB97M-V/def2-TZVPD).

```
9
Properties=species:S:1:pos:R:3:forces:R:3
S 0.583 1.775 -0.141 -0.22 -0.23 -0.73
C -0.196 0.165 -0.527 -1.56 0.60 3.97
C 0.057 -0.662 0.747 -2.55 0.79 -0.94
I -0.768 -2.646 0.699 0.30 0.72 0.09
H 0.593 2.196 -1.418 0.06 0.14 0.17
H 0.234 -0.345 -1.285 1.18 -1.14 -2.87
H -1.278 0.219 -0.538 -0.14 0.41 -0.91
H -0.271 -0.066 1.574 -1.03 -0.23 0.76
H 1.046 -0.637 0.888 3.96 -1.06 0.46
```
Positions in Å, forces in eV/Å.

The HOMO-LUMO gap is 9.84 eV. For the HOMO energy, the calculation gives -9.471 eV. As for the total energy: -775.052212 a.u. For the energy above the lowest of the compared OMol25 structures with the same formula, charge and spin, the calculation gives 0.3844 eV. As for the largest force on an atom: 0.08382 hartree/bohr.

***

The highest largest force on an atom belongs to which entry? C5H8N3

***

Which of these has the highest largest force on an atom? C5H8N3

***

Look up the energy above the lowest of the compared OMol25 structures with the same formula, charge and spin of the first one. 1.7361 eV